119
Properties=species:S:1:pos:R:3:forces:R:3:lowdin_charge:R:1 method="wB97M-V/def2-TZVPD" charge=+1 energy_ha=-4136.08569 max_force_ev_per_a=6.66 homo_lumo_gap_ev=5.921
Bi 0.7317 -2.7781 0.2972 0.2 -1.4 -1.9 1.40
C -4.4231 -1.7240 1.7187 0.5 1.7 -0.5 -0.02
C -3.5540 -0.7642 0.8328 -1.3 -0.7 -0.1 -0.21
C -4.0543 -0.1112 -0.2768 -0.1 1.1 0.5 0.11
C -3.2469 0.7734 -1.0881 0.6 -0.6 0.5 -0.20
N -1.9797 0.9486 -0.8572 -0.5 -0.5 1.3 0.20
N -1.4717 0.3158 0.2457 -0.6 -0.8 0.8 0.07
B -0.1822 0.9430 0.6174 -0.1 -0.5 -2.3 -0.55
N 0.2970 1.1674 1.9679 1.4 0.7 1.3 0.01
N -0.4229 2.1754 2.5666 0.0 -1.1 1.0 0.22
C 0.0268 2.5219 3.7464 1.1 0.7 -1.0 -0.19
C 1.3123 2.0545 4.1619 -0.3 0.4 2.1 0.07
C 2.1485 1.2476 3.4988 -1.2 -0.5 -0.7 -0.25
C 3.3863 0.6935 4.0635 0.9 0.5 1.0 -0.04
C 1.5583 0.7387 2.3083 -0.1 -1.0 -1.7 -0.54
S 2.3572 -0.4182 1.2621 -1.1 1.1 1.1 0.58
C -0.7407 3.4723 4.6338 -0.7 0.6 1.3 -0.51
C -1.5611 2.5068 5.5683 -0.7 1.6 0.4 -0.03
C 0.1551 4.4403 5.5083 0.5 -1.2 -1.1 -0.02
C -1.7356 4.3464 3.8648 -0.8 -0.3 0.0 -0.06
N 0.4571 1.8108 -0.4224 0.9 -0.3 -1.3 0.00
N 0.0527 3.0912 -0.2161 3.0 0.7 -0.8 0.17
C 0.9130 3.9961 -0.7165 -2.4 -0.5 0.8 -0.20
C 2.1432 3.6903 -1.3522 -0.3 -1.0 -0.6 0.07
C 2.4260 2.3837 -1.6971 -0.2 1.3 -0.4 -0.24
C 3.6826 1.9100 -2.3877 0.1 0.4 0.3 -0.05
C 1.3836 1.4567 -1.4123 -0.6 -2.9 1.1 -0.64
S 1.3948 -0.1296 -2.0882 -0.4 1.2 0.9 0.63
C 0.4697 5.4370 -0.4701 -1.1 -2.1 1.0 -0.56
C 0.5980 6.2576 -1.7044 -0.5 -0.1 -0.4 -0.04
C -1.0322 5.3845 -0.0575 0.0 0.7 0.3 -0.05
C 1.3891 5.8839 0.6709 -0.5 -1.3 -0.2 -0.02
C -2.1661 -0.6282 1.0424 2.7 0.1 -0.8 -0.52
S -1.1749 -1.7020 2.0224 -1.5 1.1 0.0 0.58
C -3.8109 1.5540 -2.2313 -0.9 1.0 -0.3 -0.54
C -4.9117 2.5006 -1.6733 1.7 0.9 -0.4 -0.02
C -4.4013 0.5888 -3.2454 0.7 -0.8 -0.2 -0.03
C -2.7156 2.3921 -2.9156 1.0 -0.1 0.6 -0.04
H -4.2307 -2.7356 1.3888 -0.4 -0.3 -0.2 0.08
H -5.4749 -1.3757 1.6475 0.6 -0.7 -0.1 0.09
H -4.1337 -1.7044 2.7753 0.1 0.3 -0.3 0.07
H -5.1240 -0.0599 -0.5177 0.4 -0.6 0.2 0.14
H 1.6109 2.2803 5.1803 0.0 0.3 -0.1 0.12
H 3.5881 1.0777 5.0976 -0.3 -0.3 -1.0 0.11
H 4.2572 0.8928 3.4491 0.1 0.2 -0.2 0.09
H 3.3123 -0.3789 4.0957 -0.1 -0.6 0.1 0.08
H -0.9825 2.0271 6.3505 0.3 0.0 0.1 0.08
H -2.0153 1.7304 4.9823 -0.4 -0.4 -0.3 0.07
H -2.3803 3.1105 6.0685 0.9 -0.7 -0.5 0.11
H 0.9674 3.8427 5.9707 -0.6 0.7 0.2 0.07
H -0.4511 4.9784 6.2446 0.2 -0.3 -0.1 0.09
H 0.6457 5.1613 4.8308 -0.2 -0.1 0.3 0.09
H -2.2703 3.7377 3.1431 -0.1 -0.1 -0.2 0.07
H -1.2990 5.1802 3.3273 0.4 0.0 -0.1 0.07
H -2.5191 4.7693 4.5260 0.6 -0.2 -0.1 0.10
H 2.7194 4.5421 -1.6870 0.5 -0.2 0.2 0.13
H 4.3286 1.4090 -1.6475 -0.3 0.0 -0.3 0.10
H 4.2346 2.7643 -2.7536 0.2 0.4 0.0 0.08
H 3.5371 1.2453 -3.2415 -0.3 0.0 0.4 0.06
H 0.1805 5.7101 -2.5492 0.2 0.1 -0.2 0.10
H 1.6098 6.5172 -1.8625 1.2 0.2 -0.6 0.07
H 0.0602 7.1805 -1.6242 -0.4 0.6 0.2 0.09
H -1.6729 5.0980 -0.9177 0.4 0.0 0.5 0.08
H -1.3087 6.4230 0.2066 -0.1 -0.5 0.1 0.09
H -1.2373 4.6991 0.7939 0.2 0.6 -0.6 0.06
H 2.3965 5.6370 0.3502 0.4 0.5 0.2 0.08
H 1.1977 5.2756 1.5817 -0.1 0.6 -0.4 0.09
H 1.2155 6.9223 0.7880 0.3 1.1 0.7 0.08
H -5.6283 1.9469 -1.1167 -1.0 -0.2 0.2 0.06
H -5.3043 3.0590 -2.5268 -0.5 -0.3 0.2 0.10
H -4.4652 3.2722 -1.0044 -0.2 -0.6 -0.3 0.10
H -5.3641 0.1469 -3.0439 -0.5 0.2 0.4 0.09
H -3.7213 -0.2531 -3.3296 0.2 -0.3 -0.2 0.09
H -4.4187 1.0355 -4.2202 -0.3 0.4 -0.5 0.08
H -2.4159 3.2440 -2.2381 -0.2 -0.8 -1.0 0.09
H -2.9219 2.7012 -3.9463 -0.6 0.3 0.5 0.09
H -1.8466 1.7356 -3.0486 0.1 0.3 0.2 0.08
O 2.1712 -4.0580 -2.8858 0.9 0.1 0.4 -0.15
C 3.2399 -3.9942 -3.8411 -0.9 -1.0 0.0 -0.19
C 2.8817 -3.1171 -5.0083 2.2 -0.7 -0.2 -0.30
C 3.9070 -2.6543 -5.8545 1.0 -1.3 1.4 -0.04
C 3.5379 -1.9904 -6.9581 0.1 1.4 -1.7 -0.09
C 2.1918 -1.7239 -7.1965 -0.4 0.7 -0.2 -0.07
C 1.2574 -2.1982 -6.3034 1.5 1.4 -0.8 -0.14
N 1.6547 -2.8791 -5.2622 -2.9 -0.8 1.5 0.12
H 2.6253 -4.1408 -2.0194 -0.4 0.0 -0.6 -0.05
H 3.3783 -5.0604 -4.2370 0.4 1.4 0.5 0.15
H 4.1351 -3.5491 -3.3986 0.2 -0.5 0.1 0.12
H 4.9800 -2.8480 -5.6540 -0.8 0.1 0.0 0.13
H 4.3047 -1.5688 -7.6130 -0.3 -0.2 0.1 0.11
H 1.8641 -1.0042 -7.9386 0.2 -0.3 -0.3 0.10
H 0.2642 -1.8137 -6.3489 -0.9 -0.4 -0.1 0.10
Cl 3.3467 -3.3577 -0.0040 -0.8 0.1 0.3 -0.13
C 1.8968 -4.0451 3.8084 -0.7 0.1 0.4 -0.04
C 1.6543 -5.4532 3.1743 1.3 -0.3 0.8 -0.64
C 2.9920 -6.1668 3.0387 2.0 -0.1 -0.2 -0.07
C 0.8689 -6.3803 4.0805 -0.9 0.6 1.2 -0.06
C 0.9411 -5.3097 1.9381 -1.8 1.4 -2.4 -0.09
C 0.1871 -5.0562 0.9601 4.2 1.5 5.0 -0.17
H 2.2775 -4.1221 4.8335 0.5 -0.3 -0.3 0.09
H 0.9648 -3.5115 4.0103 -0.4 -0.1 -0.5 0.07
H 2.5271 -3.3697 3.2107 0.0 -0.5 0.1 0.07
H 3.4278 -6.4040 4.0618 -0.7 0.2 -1.2 0.11
H 3.7430 -5.5563 2.5162 -0.2 0.1 0.2 0.07
H 2.9675 -7.0743 2.4121 -0.4 0.1 0.6 0.10
H 1.3993 -6.3492 5.0581 -0.4 -0.6 -0.6 0.10
H 0.7320 -7.3915 3.6526 0.3 0.5 0.4 0.11
H -0.1144 -5.9431 4.2711 -0.2 -0.2 0.0 0.09
C -2.4602 -4.1841 -3.9722 1.1 1.2 -0.6 -0.09
N -2.2342 -4.9977 -2.8241 -0.1 -0.1 1.2 -0.01
C -1.3954 -4.7111 -1.7681 0.0 -0.2 1.1 -0.55
N -1.1674 -5.7015 -0.8954 -0.8 -0.5 -1.3 0.09
O -0.9176 -3.5323 -1.5375 -0.4 -0.6 -0.3 -0.21
H -3.4025 -4.4209 -4.4855 0.2 0.1 0.5 0.09
H -1.6241 -4.4046 -4.6458 -0.3 0.5 -0.4 0.09
H -2.3974 -3.1062 -3.6815 -0.2 -0.9 -0.4 0.09
H -2.6228 -5.9286 -2.8999 0.4 0.2 0.4 0.14
H -1.4219 -6.6281 -1.1669 -0.3 -0.4 -0.3 0.09
H -0.5352 -5.5668 0.0647 -1.5 0.1 -2.3 -0.09